Record 1
A cluster of 3 separate species, C17H32FNO9S2 in total at a distorted geometry. Source: the Open Molecules 2025 dataset; level of theory: the ωB97M-V functional and the def2-TZVPD basis.

Properties
- SMILES = CCN(CC)C(=S)SCCCOC(=O)OF.CCOC(=O)OC.CCOC(=O)OC
- frontier orbital gap (eV) = 8.02
- E (Ha) = -2294.75325
- total charge = 0
- multiplicity = 1
- LUMO energy (eV) = -0.70

Element x y z (Å)
C (1.3965, -0.0731, -1.4057)
C (2.0122, 1.2726, -0.7061)
N (1.6211, 2.5805, -1.3471)
C (2.6621, 3.1226, -2.2965)
C (3.3299, 2.0248, -3.3123)
C (0.2263, 2.5760, -1.9251)
S (-0.1525, 2.4235, -3.6028)
S (-1.2378, 2.7616, -0.7573)
C (-2.6738, 3.6557, -1.6447)
C (-3.9258, 2.5959, -1.7058)
C (-4.1238, 1.8599, -3.1634)
O (-5.4550, 1.1706, -3.0924)
C (-5.2716, -0.0861, -2.3106)
O (-4.8660, -1.2139, -2.9017)
O (-5.4746, -0.1508, -0.8251)
F (-5.1131, -1.3482, -0.3751)
H (0.4812, -0.5286, -0.7898)
H (1.1447, 0.0186, -2.5441)
H (2.2473, -0.9071, -1.3279)
H (3.2040, 1.2715, -0.6312)
H (1.6488, 1.3181, 0.4294)
H (2.2149, 4.0697, -2.8655)
H (3.5532, 3.5388, -1.6222)
H (3.6491, 2.6185, -4.2969)
H (4.3574, 1.6081, -2.8701)
H (2.6085, 1.1754, -3.6698)
H (-2.3583, 4.0863, -2.6918)
H (-3.0201, 4.5917, -0.9983)
H (-3.6578, 1.7277, -0.9324)
H (-4.8922, 3.1733, -1.3643)
H (-3.3382, 0.9771, -3.3099)
H (-4.0578, 2.6099, -4.0632)
C (8.5065, -3.1060, 0.1953)
C (7.0371, -2.9482, -0.1553)
O (6.4446, -1.8754, 0.5880)
C (6.7400, -0.6262, 0.1548)
O (7.4504, -0.3434, -0.7987)
O (6.1340, 0.2622, 0.9816)
C (6.4524, 1.6228, 0.6993)
H (8.6350, -3.2216, 1.2770)
H (8.9332, -3.9785, -0.3084)
H (9.0846, -2.2258, -0.0992)
H (6.4985, -3.8616, 0.1201)
H (6.8901, -2.8020, -1.2312)
H (6.2539, 1.8701, -0.3489)
H (7.4992, 1.8172, 0.9514)
H (5.8212, 2.2572, 1.3276)
C (-6.6213, -2.5750, 1.9624)
C (-5.2427, -2.0704, 2.3520)
O (-5.2496, -1.5330, 3.6807)
C (-5.2614, -2.4438, 4.6836)
O (-5.2621, -3.6591, 4.5533)
O (-5.3024, -1.7739, 5.8624)
C (-5.4267, -2.6204, 7.0027)
H (-7.3720, -1.7882, 2.0947)
H (-6.6324, -2.9047, 0.9192)
H (-6.9312, -3.4158, 2.5889)
H (-4.9519, -1.2550, 1.6805)
H (-4.4817, -2.8526, 2.2540)
H (-4.6442, -3.3864, 7.0185)
H (-6.4193, -3.0806, 7.0149)
H (-5.3204, -2.0022, 7.8984)

Force components x, y, z for each atom (eV/Å):
1.0 -1.4 0.5
0.1 -0.4 1.7
-2.1 -0.3 -1.7
0.9 0.6 -0.4
0.9 0.8 -1.0
0.2 0.2 -1.4
0.9 0.6 2.9
1.2 0.7 -0.8
-0.8 0.3 -0.6
0.7 -0.2 0.0
1.4 -0.2 1.2
1.0 -2.8 3.0
2.7 -5.9 -4.0
-2.8 7.7 3.9
-0.8 4.2 -3.9
0.7 -2.3 -0.1
1.9 1.3 -1.5
0.4 0.1 2.4
-1.8 1.7 -0.2
-2.7 -0.1 -0.4
0.7 -0.2 -2.4
0.9 -2.3 1.2
-2.0 -0.9 -1.3
-0.7 -1.3 2.1
-2.5 0.7 -0.9
1.5 1.7 0.9
-0.5 -1.2 2.0
1.1 -2.2 -1.1
-0.9 2.0 -1.6
1.8 -1.4 -0.9
-1.4 2.3 0.2
-0.7 -1.7 1.8
0.2 0.2 0.1
0.4 -0.5 -0.3
-0.1 1.1 -0.3
0.5 -0.1 -0.3
-1.1 -0.4 1.3
0.3 -0.8 -0.6
0.1 0.5 -0.1
-0.1 -0.1 -0.2
-0.1 0.1 0.1
-0.1 -0.1 -0.1
-0.1 0.4 0.1
0.1 0.2 0.2
0.2 -0.1 0.2
-0.1 0.0 -0.2
0.0 -0.4 0.0
-0.2 -0.2 0.2
-0.1 -0.2 -0.6
0.2 -0.5 1.0
-0.2 -0.5 -0.3
0.1 1.8 0.2
0.1 -0.4 -0.9
0.0 -0.3 0.5
0.2 0.0 -0.1
0.0 0.1 0.2
0.2 0.0 -0.1
0.0 -0.1 0.7
-0.2 0.0 0.2
-0.3 0.1 -0.1
0.2 -0.1 0.0
0.0 0.1 -0.4

The computed natural (NBO) charges, all in e, follow:
1. C -0.676
2. C -0.237
3. N -0.527
4. C -0.226
5. C -0.672
6. C -0.021
7. S -0.093
8. S 0.220
9. C -0.527
10. C -0.461
11. C -0.090
12. O -0.517
13. C 0.919
14. O -0.547
15. O -0.128
16. F -0.078
17. H 0.231
18. H 0.237
19. H 0.226
20. H 0.224
21. H 0.216
22. H 0.232
23. H 0.207
24. H 0.228
25. H 0.215
26. H 0.236
27. H 0.259
28. H 0.245
29. H 0.231
30. H 0.232
31. H 0.221
32. H 0.226
33. C -0.641
34. C -0.071
35. O -0.496
36. C 0.983
37. O -0.643
38. O -0.498
39. C -0.259
40. H 0.212
41. H 0.218
42. H 0.226
43. H 0.193
44. H 0.194
45. H 0.194
46. H 0.192
47. H 0.197
48. C -0.643
49. C -0.077
50. O -0.498
51. C 0.984
52. O -0.645
53. O -0.498
54. C -0.257
55. H 0.210
56. H 0.221
57. H 0.226
58. H 0.199
59. H 0.193
60. H 0.197
61. H 0.188
62. H 0.195


Record 2
A structure of composition C17H32N3O7P2S3Sr at a distorted geometry. Source: the Open Molecules 2025 dataset; level of theory: the ωB97M-V functional and the def2-TZVPD basis.

Properties
- frontier orbital gap (spin up / spin down) (eV) = 5.67 / 6.77
- E (Ha) = -3266.14333
- total charge = -1
- multiplicity = 1
- LUMO energy (spin up / spin down) (eV) = 0.95 / 2.16

Element x y z (Å)
Sr (0.0217, -0.8429, -0.2242)
S (-2.2865, -2.2562, -1.9670)
C (-1.8865, -1.4703, -3.3854)
C (-1.7834, -2.2239, -4.5669)
C (-1.0686, -1.8595, -5.7355)
C (-0.4900, -0.5821, -5.7239)
C (-0.7342, 0.3219, -4.6963)
C (-1.3043, -0.1173, -3.4682)
S (-1.5505, 1.0202, -2.2634)
H (-2.0617, -3.2752, -4.4546)
H (-1.1189, -2.4658, -6.6204)
H (0.0184, -0.1726, -6.5338)
H (-0.3873, 1.2856, -4.6877)
N (-11.6869, 4.5358, -2.7089)
C (3.1584, -0.5390, 2.0813)
C (4.3541, -0.5471, 3.0487)
P (2.8819, 0.9686, 1.0736)
O (4.2126, 0.7844, 0.0091)
O (3.0966, 2.2754, 1.7081)
O (1.6204, 0.7579, 0.1403)
P (1.8911, -1.8600, 2.4248)
O (2.2468, -2.8125, 1.0450)
O (2.3468, -2.6846, 3.6075)
O (0.4662, -1.4409, 2.1125)
H (-12.3322, 3.9952, -2.0926)
H (-10.6623, 4.5107, -2.3063)
H (-11.5230, 3.8146, -3.4487)
H (4.8631, -1.4570, 2.7337)
H (4.0260, -0.6777, 4.1118)
H (4.9895, 0.3213, 2.9839)
H (4.1956, 0.1495, -0.7200)
H (2.7491, -3.5741, 1.4238)
C (4.7223, -3.2679, -2.9287)
N (3.2541, -3.4438, -3.0967)
C (2.5556, -4.6026, -3.7283)
C (2.5102, -2.4825, -2.6313)
N (1.7471, -1.7654, -2.1013)
H (5.2689, -4.2012, -3.1830)
H (4.9621, -3.2000, -1.8219)
H (5.1637, -2.3896, -3.3755)
H (1.6095, -4.1063, -4.0538)
H (2.3628, -5.4004, -3.0339)
H (3.0743, -5.0258, -4.6662)
C (1.2161, 4.5129, 3.1645)
C (0.0519, 3.5405, 3.3172)
C (0.0227, 2.4097, 2.3497)
S (-1.5735, 2.0026, 1.7280)
O (-1.3923, 0.5909, 1.1588)
C (-2.9003, 1.9229, 3.0226)
C (-2.5193, 1.0521, 4.2685)
C (-2.3280, -0.4214, 3.9248)
H (1.6316, 4.6396, 4.1966)
H (1.0523, 5.5512, 2.8652)
H (2.0001, 4.2001, 2.4847)
H (-0.8709, 4.2034, 3.2174)
H (-0.0745, 3.2430, 4.3457)
H (0.5455, 1.5206, 2.7728)
H (0.4318, 2.6584, 1.3444)
H (-3.7538, 1.4117, 2.5512)
H (-3.2231, 2.8722, 3.4316)
H (-3.3357, 1.1643, 5.0606)
H (-1.5922, 1.4200, 4.8078)
H (-1.3192, -0.7803, 3.5411)
H (-3.1705, -0.6918, 3.2810)
H (-2.3912, -1.0194, 4.8859)

Force components x, y, z for each atom (eV/Å):
-0.6 -0.1 -0.1
-0.4 -0.2 0.9
2.0 0.9 -0.8
1.0 -1.3 -1.8
-1.4 0.5 2.3
-1.2 1.2 1.2
-0.1 -3.8 0.2
-1.5 0.0 -0.4
0.1 0.3 0.6
-0.4 0.3 -0.3
0.4 -0.4 -0.1
0.9 0.3 -1.6
0.9 2.2 -0.3
2.3 -1.8 0.1
-1.0 1.2 1.6
-1.4 -0.6 -0.2
-0.3 -2.1 -4.1
-0.4 0.4 0.9
0.0 0.1 0.8
2.5 0.5 2.1
1.3 -1.1 -1.0
0.3 -0.5 1.2
-0.8 1.1 -1.0
1.0 0.0 0.7
1.0 0.7 -0.1
-2.8 0.2 -0.3
-0.4 0.9 0.2
0.6 -0.1 0.4
0.2 0.0 -0.9
0.2 0.3 -0.3
-0.7 0.1 0.5
-0.6 0.8 -0.5
0.2 -1.6 2.2
1.9 -0.6 -1.0
0.1 1.3 -1.7
-2.4 1.3 1.9
1.4 -0.9 -1.3
-0.6 0.7 -0.5
-0.5 0.2 -1.0
-0.3 0.1 -0.6
0.4 -1.0 0.1
0.0 -0.3 0.4
-0.5 0.9 1.5
1.4 0.6 1.5
-1.9 2.8 -0.4
0.7 -0.9 0.2
-1.6 -0.9 -1.5
-0.8 1.3 0.8
1.1 -1.7 1.8
0.5 0.5 0.9
0.7 -1.3 1.4
0.2 -0.2 -0.9
-1.0 -0.2 -0.1
0.2 -0.6 0.2
0.6 -0.8 -0.3
0.4 -0.6 0.3
-0.5 0.4 -0.6
0.4 -0.2 0.9
0.4 0.4 -0.3
0.2 0.6 -0.7
0.8 -0.2 -1.1
-0.9 0.0 -0.8
-1.4 1.0 -0.2
0.4 -0.5 -0.1
-0.3 0.6 -0.9

The computed natural (NBO) charges, all in e, follow:
1. Sr 1.822
2. S -0.244
3. C -0.215
4. C -0.229
5. C -0.240
6. C -0.227
7. C -0.216
8. C -0.225
9. S -0.164
10. H 0.207
11. H 0.206
12. H 0.195
13. H 0.214
14. N -1.065
15. C -0.660
16. C -0.679
17. P 2.331
18. O -1.038
19. O -1.134
20. O -1.276
21. P 2.299
22. O -1.049
23. O -1.143
24. O -1.220
25. H 0.356
26. H 0.361
27. H 0.348
28. H 0.218
29. H 0.235
30. H 0.221
31. H 0.488
32. H 0.493
33. C -0.409
34. N -0.477
35. C -0.393
36. C 0.487
37. N -0.475
38. H 0.213
39. H 0.214
40. H 0.213
41. H 0.236
42. H 0.204
43. H 0.205
44. C -0.623
45. C -0.420
46. C -0.623
47. S 1.244
48. O -1.053
49. C -0.606
50. C -0.404
51. C -0.638
52. H 0.197
53. H 0.198
54. H 0.263
55. H 0.189
56. H 0.208
57. H 0.263
58. H 0.285
59. H 0.238
60. H 0.228
61. H 0.195
62. H 0.201
63. H 0.276
64. H 0.198
65. H 0.196